1.
A 10-piece molecular cluster, C21H44N14O13 overall in a non-equilibrium geometry, computed with ωB97M-V/def2-TZVPD.

```
92
Properties=species:S:1:pos:R:3:forces:R:3:lowdin_charge:R:1
O 14.448 27.463 14.797 0.5457 0.0065 0.0508 -0.325
C 13.807 27.173 15.979 -0.9718 0.2931 -2.2465 -0.414
C 12.315 26.668 15.818 -0.9851 -0.1366 -0.7297 -0.314
O 11.133 27.485 15.516 1.8754 -1.2203 1.4192 -0.377
H 13.731 28.020 16.661 -0.0766 0.8801 0.5520 0.053
H 14.381 26.413 16.510 -0.1173 -0.8090 0.6980 0.057
H 12.176 25.934 16.612 -0.5557 0.4849 1.6314 0.063
H 12.320 25.868 15.077 0.5886 -0.0244 -1.3665 0.051
C 20.559 29.250 14.318 -1.0491 1.3928 2.5354 -0.061
C 19.353 29.100 15.035 0.7492 -0.3293 -1.5344 -0.001
C 18.197 28.662 14.365 0.4957 -0.6578 0.1865 -0.311
C 18.262 28.377 12.971 2.9244 1.5420 0.5034 0.030
C 19.525 28.673 12.308 -1.6136 -1.1175 0.6800 0.006
C 20.689 29.079 12.994 -2.5668 -0.8696 -1.1194 -0.393
O 21.822 29.478 12.387 1.1356 0.3072 -1.8371 0.029
O 17.143 28.464 15.190 0.5647 0.4696 -0.2750 0.017
H 21.344 29.866 14.731 0.3842 -0.3672 0.7415 0.110
H 19.326 29.323 16.091 -0.1709 -0.0054 0.0017 0.105
H 17.472 28.022 12.326 -0.2886 -0.0616 0.4327 0.103
H 19.452 28.429 11.259 0.6888 0.2827 -0.2605 0.095
H 22.629 29.228 12.843 -0.3239 -0.1653 0.3246 0.100
H 16.353 28.198 14.714 -1.4662 -0.3300 -0.1212 0.047
C 8.890 24.622 18.970 -0.5799 -0.3346 -0.3113 -0.015
C 8.950 23.356 19.557 0.6482 0.9705 -0.2052 -0.023
C 9.765 22.375 18.990 -1.2922 1.2771 -1.0601 -0.366
C 10.409 22.618 17.775 0.5758 0.5894 1.6482 0.004
C 10.328 23.896 17.236 0.3021 -1.1663 -1.3787 -0.020
C 9.495 24.854 17.742 0.3493 0.8165 0.4527 -0.344
O 9.304 26.052 17.146 -1.3159 -0.2229 1.0258 0.041
O 9.791 21.156 19.578 0.4489 -1.5914 0.8269 0.009
H 8.319 25.459 19.343 -0.1834 -0.1360 0.4238 0.110
H 8.462 23.198 20.508 -0.0498 -0.2497 0.0535 0.102
H 11.166 21.906 17.483 -0.1611 -0.1385 -0.5601 0.116
H 10.827 24.107 16.302 0.2091 0.0026 -0.1003 0.106
H 10.029 26.423 16.638 1.1162 0.4611 -1.0286 0.032
H 9.094 20.604 19.216 0.0258 0.0194 -0.0729 0.099
C 13.895 22.677 15.108 0.9419 -2.1700 -0.1713 -0.777
O 14.343 21.527 15.148 -0.0567 0.4587 0.0821 -0.002
N 13.324 23.248 14.099 -2.2723 0.6697 -4.9462 0.172
N 13.927 23.568 16.058 1.6566 0.9151 4.8684 0.183
H 13.350 22.801 13.193 -0.1962 0.1353 0.2356 0.115
H 13.150 24.241 14.153 0.0771 -0.2446 -0.5081 0.080
H 14.719 23.402 16.663 -0.4550 0.4668 0.6178 0.118
H 13.488 24.478 16.049 0.3732 -0.2554 -0.1687 0.061
C 14.946 24.910 10.736 1.7310 3.1462 3.8447 -0.748
O 15.996 24.475 11.142 1.3587 -1.8537 1.0043 0.030
N 14.269 25.859 11.473 -0.7509 -0.5383 -0.5262 0.177
N 14.579 24.742 9.525 -2.3724 -0.6672 -4.6448 0.166
H 13.642 26.490 10.994 0.0199 -0.0697 0.6420 0.096
H 14.520 25.994 12.442 -0.2022 0.3567 -0.0681 0.070
H 13.780 25.256 9.183 0.1974 -0.4954 -0.2961 0.112
H 15.138 24.149 8.927 -0.2591 0.2895 0.1526 0.125
C 16.021 25.260 19.703 1.1450 -0.0845 -0.5037 -0.857
O 15.026 24.684 19.844 -6.6741 -2.9585 0.8156 0.085
N 17.096 24.732 20.233 4.8264 -1.0828 1.7476 0.152
N 16.125 26.348 19.003 1.3663 2.6467 -1.2886 0.196
H 18.017 24.894 19.851 -0.1523 0.1174 0.0869 0.095
H 17.000 23.836 20.690 -0.3048 0.3130 -0.2593 0.111
H 17.041 26.773 19.016 -0.6514 0.6722 -0.6342 0.115
H 15.324 26.607 18.444 0.4188 0.3364 0.0715 0.092
C 15.031 29.774 19.350 -0.6755 -0.3184 3.7413 -0.803
O 15.679 30.252 20.270 -0.0571 1.1488 1.1401 0.001
N 15.570 29.433 18.262 3.6671 -0.5772 -5.1055 0.175
N 13.785 29.326 19.390 -1.7878 0.1022 1.2744 0.181
H 16.535 29.727 18.213 -0.1585 -0.4748 -0.8138 0.127
H 15.099 28.805 17.626 0.6892 0.3557 -0.4695 0.075
H 13.326 29.417 20.285 -0.5084 -0.1735 -0.6940 0.119
H 13.438 28.974 18.509 -0.8999 0.0623 0.7531 0.076
C 8.930 26.485 12.959 0.4762 -3.6689 -5.2005 -0.865
O 8.270 26.096 12.018 -1.7778 -0.2931 -2.2122 -0.013
N 8.582 27.302 13.819 -2.6178 5.4291 5.6141 0.198
N 10.154 26.068 13.130 3.8958 -2.0982 0.3826 0.168
H 7.868 27.985 13.610 0.0725 -0.4359 0.3677 0.131
H 9.352 27.497 14.443 -0.2865 1.0817 0.7566 0.083
H 10.715 25.808 12.331 -0.3800 -0.2465 0.4501 0.107
H 10.578 26.308 14.015 0.9215 0.3982 -0.0465 0.050
C 11.022 30.256 17.814 1.3519 5.4939 -3.2212 -0.894
O 11.184 31.308 18.355 0.1216 3.3089 2.7239 0.018
N 10.804 29.148 18.333 -0.8894 -7.6108 4.4286 0.185
N 11.122 30.160 16.510 -0.0328 0.3066 -3.1224 0.171
H 11.232 28.432 17.764 -0.5999 -0.9508 0.1948 0.092
H 10.995 29.053 19.320 -0.2748 0.1137 -0.1183 0.118
H 11.519 30.927 15.987 -0.2460 -0.4091 0.1548 0.115
H 10.980 29.228 16.148 0.4401 -0.3747 -1.3192 0.045
C 17.364 24.935 14.728 3.2192 1.1385 1.9956 -0.812
O 18.384 24.401 14.396 2.3780 -2.7861 -0.1020 0.032
N 16.457 25.293 13.945 -5.5799 1.3084 -5.4673 0.192
N 17.177 25.526 15.906 0.0461 0.8228 4.5630 0.161
H 16.366 24.925 13.010 0.5750 -0.0835 -0.1299 0.071
H 15.898 26.110 14.146 -0.8236 -0.0159 0.4718 0.058
H 17.729 25.350 16.733 0.2687 -0.1873 -0.6942 0.090
H 16.489 26.249 16.064 -0.1521 -0.3316 -0.4301 0.059
```
Forces are in eV/Å.

- Frontier orbital gap: 6.62 eV
- Charge: -2
- E: -2571.42620 hartree
- 2S+1: 1
- LUMO energy: 0.136 Ha

=====

2.
One molecule with the formula C7H5NOS in a non-equilibrium geometry, computed with ωB97M-V/def2-TZVPD.

```
15
Properties=species:S:1:pos:R:3:forces:R:3:lowdin_charge:R:1
N 2.521 -2.202 0.066 0.3998 -5.7568 0.2334 0.163
C 2.463 -1.097 0.024 -0.9185 6.0427 -0.3783 -0.240
C 2.420 0.386 -0.028 -1.2807 -2.7343 6.4941 -0.048
C 1.106 1.117 -0.008 -1.7423 2.4708 -0.1122 -0.329
O 1.154 2.346 -0.049 0.8500 -1.1505 0.0931 0.068
C -0.270 0.564 0.018 2.4450 -5.0292 -0.8684 -0.265
C -1.413 1.310 0.039 0.1568 3.7715 0.6669 -0.154
C -2.498 0.506 0.051 -4.7230 2.4990 0.5826 -0.491
S -2.226 -1.117 -0.014 1.5699 -0.9410 -0.3849 1.040
C -0.530 -0.847 -0.106 -2.1349 3.6792 0.8435 -0.296
H 2.877 0.619 -0.859 2.9299 1.9146 -4.0182 0.067
H 2.973 0.621 0.991 -0.8037 0.3195 -2.3679 0.191
H -1.226 2.480 0.121 -1.2176 -2.7007 -0.2274 0.174
H -3.626 0.815 0.173 2.5485 -0.3918 -0.3622 0.114
H 0.073 -1.652 -0.223 1.9207 -1.9929 -0.1942 0.005
```
Forces are in eV/Å.

- Frontier orbital gap: 9.36 eV
- SMILES: N#CCC(=O)c1ccsc1
- E: -797.85206 hartree
- 2S+1: 1
- LUMO energy: -0.001 Ha